[1]
Here is a molecular structure, C2H5Cl2P from OMol25. Energies are from ωB97M-V/def2-TZVPD.

As for the multiplicity: 3. The expectation value of S² is 2.006. The relative energy (zero: lowest compared OMol25 entry of this formula, charge and spin) comes out at 33.6 kcal/mol. As for the LUMO energy (spin up / spin down): 0.814 / -3.750 eV.

Each line ends with the Mulliken spin population.
Positions of all 10 atoms, in Å:
P -0.3203 -0.4616 0.9479  1.23
H 0.3479 -0.5688 -1.4044  0.03
H 0.3179 -2.2531 -0.4895  0.01
Cl -2.6630 -0.8685 -0.2351  0.57
Cl 2.3101 -0.8475 0.0082  0.04
H 0.9414 1.5581 0.0726  0.01
H -0.9618 1.1873 -0.2113  0.02
H -0.3968 2.0951 1.2725  0.00
C 0.5783 -1.1676 -0.4312  0.01
C -0.1538 1.3266 0.4704  0.09

***

[2]
Here is a molecular structure, C2H5Cl3NP from OMol25. Energies are from ωB97M-V/def2-TZVPD.

As for the multiplicity: 1. The relative energy (zero: lowest compared OMol25 entry of this formula, charge and spin) comes out at 45.4 kcal/mol. As for the LUMO energy: 0.468 eV.

Each line ends with the Löwdin charge.
Positions of all 12 atoms, in Å:
C 0.1433 -0.7740 -0.5416  -0.32
H 0.4238 0.7626 -2.0783  -0.10
Cl -1.7467 -2.5412 1.3581  0.55
N 1.5670 1.6485 -0.2638  -0.31
C -1.3632 -0.9241 0.8758  -1.75
H 0.7556 -1.4106 0.1400  0.04
Cl -0.7911 0.0868 2.1485  0.51
H 1.5571 2.3940 0.4571  0.04
P 0.1129 1.0780 -0.8170  0.72
H -0.3673 -1.3840 -1.4044  0.07
Cl -2.7595 -0.0752 0.3056  0.49
H 2.4681 1.1393 -0.1800  0.06

***

[3]
Here is 2 unconnected molecules or ions with the total composition C2H5Cl3SSi from OMol25. Energies are from ωB97M-V/def2-TZVPD.

As for the multiplicity: 1. The relative energy (zero: lowest compared OMol25 entry of this formula, charge and spin) comes out at 83.5 kcal/mol. As for the LUMO energy (spin up / spin down): -0.764 / -1.996 eV.

Each line ends with the Löwdin charge.
Positions of all 12 atoms, in Å:
H -0.2651 1.3112 1.5425  0.00
C -1.2255 0.9639 -1.2514  -0.34
Si 1.6840 -1.2499 0.3723  -0.47
Cl 1.0794 -2.9569 -0.7837  0.10
H -0.4682 0.1438 -1.4769  0.03
Cl 3.1345 -1.9944 1.6749  0.15
H -0.9989 -0.1190 2.3184  -0.02
H -1.8092 1.1317 -2.1073  0.02
S -2.0312 0.2891 0.2594  0.81
Cl 2.6772 0.0582 -0.9485  0.13
C -0.9175 0.4849 1.4866  -0.42
H -0.8595 1.9375 -1.0863  0.03

***

[4]
Here is 2 unconnected molecules or ions with the total composition C2H5Cl4N2OP from OMol25. Energies are from ωB97M-V/def2-TZVPD.

As for the multiplicity: 1. The relative energy (zero: lowest compared OMol25 entry of this formula, charge and spin) comes out at 52.3 kcal/mol. As for the LUMO energy (spin up / spin down): -1.278 / -1.984 eV.

Each line ends with the Löwdin charge.
Positions of all 15 atoms, in Å:
C -0.8954 -2.0793 1.3301  -1.69
O -0.4018 2.3402 1.4043  -0.43
Cl -2.0974 -2.5541 0.1253  0.51
Cl 0.7272 -2.6931 1.0969  0.53
N -0.0032 0.1221 -1.7200  0.01
H 0.0462 -0.8807 -1.6341  0.07
Cl -1.4016 -2.0488 2.8948  0.62
C 1.6526 0.9504 -0.2498  -0.15
H -0.9573 0.3880 -2.0792  0.07
P -0.7763 1.1553 0.6236  0.44
H 2.3094 0.6491 -1.1421  0.12
H 2.0020 0.1621 0.5336  0.10
H 1.8939 1.9072 0.0313  0.05
N 0.3341 0.8551 -0.6725  -0.47
Cl -2.4322 1.7264 -0.5421  0.22

***

[5]
Here is 2 unconnected molecules or ions with the total composition C2H5ClN2O2S from OMol25. Energies are from ωB97M-V/def2-TZVPD.

As for the multiplicity: 1. The relative energy (zero: lowest compared OMol25 entry of this formula, charge and spin) comes out at 0.8 kcal/mol. As for the LUMO energy: 0.367 eV. As for the structure (SMILES): C[S@](=O)(O)=CCl.N#N.

Each line ends with the Löwdin charge.
Positions of all 13 atoms, in Å:
H -1.0955 -2.0715 0.9115  0.09
C -0.0794 -1.8151 0.4456  -0.16
H 1.2398 -0.1529 -1.8562  0.07
N 1.1940 2.7067 0.6238  0.01
S -0.3604 -0.2310 -0.4382  0.71
N 1.9241 2.6206 -0.2067  0.04
H -1.7022 1.5459 -0.1202  0.04
Cl -1.2218 0.7812 2.0367  0.52
O -1.0642 -0.4519 -1.7043  -0.36
C -0.7953 1.2094 0.4411  -0.85
H 0.8286 -1.7624 1.1434  0.10
H 0.0329 -2.5679 -0.2853  0.04
O 1.0994 0.1888 -0.9911  -0.24

***

[6]
Here is 2 unconnected molecules or ions with the total composition C2H5ClN2S from OMol25. Energies are from ωB97M-V/def2-TZVPD.

As for the multiplicity: 1. The relative energy (zero: lowest compared OMol25 entry of this formula, charge and spin) comes out at 126.6 kcal/mol. As for the LUMO energy (spin up / spin down): -4.616 / -4.600 eV.

Each line ends with the Löwdin charge.
Positions of all 11 atoms, in Å:
H 0.8595 2.1039 -2.4066  0.04
C -0.6382 -0.1946 2.4576  -0.52
Cl 0.3422 -0.3380 -3.7156  0.20
H 0.6374 -1.5749 -1.5445  0.01
H -0.0337 -0.9065 3.0499  0.06
N 0.6860 1.4487 -1.6747  0.12
C 0.5246 0.1987 -1.7459  -0.83
S -1.7703 -0.9307 1.3004  0.78
H -0.0041 0.5806 2.1240  0.03
N 0.4459 -0.7809 -1.0366  0.10
H -1.0494 0.3936 3.1921  0.00

***

[7]
Here is 2 unconnected molecules or ions with the total composition C2H5ClO2 from OMol25. Energies are from ωB97M-V/def2-TZVPD.

As for the multiplicity: 1. The relative energy (zero: lowest compared OMol25 entry of this formula, charge and spin) comes out at 79.6 kcal/mol. As for the LUMO energy: 0.471 eV.

Each line ends with the Löwdin charge.
Positions of all 10 atoms, in Å:
Cl 1.6620 -2.3246 -0.6298  0.54
H -0.6091 1.6642 0.8607  0.06
C -0.1181 -0.2630 0.4226  -0.33
O 1.4754 -0.7392 -0.5962  -0.81
C -0.2616 1.1681 0.0168  -0.02
H -0.7762 1.2956 -0.8542  0.05
H -1.5447 -0.7772 -0.6599  0.19
O -0.9283 -1.2051 0.0625  0.01
H 0.3398 -0.5261 1.4394  0.17
H 0.7608 1.7072 -0.0620  0.14

***

[8]
Here is a single C2H5ClO3S molecule from OMol25. Energies are from ωB97M-V/def2-TZVPD.

As for the multiplicity: 1. The relative energy (zero: lowest compared OMol25 entry of this formula, charge and spin) comes out at 16.7 kcal/mol. As for the LUMO energy: -0.279 eV.

Each line ends with the Löwdin charge.
Positions of all 12 atoms, in Å:
H 0.7867 0.7620 -1.4251  0.03
C 1.2270 0.1184 -0.7356  -0.05
H -0.4876 -1.3865 1.1430  0.03
S -1.7482 0.8658 -0.4205  0.69
O 0.4349 -1.3818 0.8751  -0.04
O -2.8309 1.3679 0.2433  -0.42
H 1.3164 -0.9099 -1.1995  0.11
C 0.6082 0.0248 0.6246  -0.52
H 1.2773 0.5605 1.3790  0.17
Cl -2.3163 -1.2315 -0.5546  0.23
O -0.5889 0.7234 0.7140  -0.35
H 2.3212 0.4868 -0.6436  0.11

***

[9]
Here is a molecular structure, C2H5ClO7P2V from OMol25. Energies are from ωB97M-V/def2-TZVPD.

As for the multiplicity: 1. The net charge is +1. As for the LUMO energy: -9.110 eV.

Each line ends with the Löwdin charge.
Positions of all 18 atoms, in Å:
O 1.0825 1.9429 2.2393  -0.34
C -2.0890 -1.2466 0.4562  0.04
P 1.2964 -0.5193 -0.4312  0.72
O 1.5181 1.2082 -0.4253  -0.53
P 2.3387 1.7687 1.0045  0.71
H 0.4921 -1.7813 -2.0911  0.12
H -2.7744 -1.4969 -0.4780  0.10
V -1.8535 1.9463 -1.6048  1.24
O 2.6384 -1.3313 -0.8051  -0.32
Cl 3.6795 0.3316 1.8099  0.29
O -0.3199 1.4523 -0.9045  -0.39
H -0.7024 -3.0774 0.4501  0.16
H -2.4438 -0.4915 1.2931  0.10
O 0.5001 -1.1594 0.9893  -0.24
O -3.3871 2.4403 -2.3050  -0.38
C -0.7460 -1.9010 0.6033  -0.11
H 0.5780 2.7717 1.9808  0.07
O 0.1922 -0.8574 -1.7817  -0.24

***

[10]
Here is 2 unconnected molecules or ions with the total composition C2H5ClOS from OMol25. Energies are from ωB97M-V/def2-TZVPD.

As for the multiplicity: 1. The relative energy (zero: lowest compared OMol25 entry of this formula, charge and spin) comes out at 18.7 kcal/mol. As for the LUMO energy: 0.428 eV. As for the structure (SMILES): O=CCCl.S.

Each line ends with the Löwdin charge.
Positions of all 10 atoms, in Å:
H 1.7501 -0.6276 -1.3890  0.13
C 1.3615 -1.2892 -0.5776  -0.34
H -0.3735 -0.2446 0.3961  0.04
H -0.6182 -0.9016 -1.2304  0.08
O 1.9445 -2.2357 -0.1901  0.06
C -0.1183 -1.1438 -0.2608  -0.55
S -1.0044 2.4632 1.2206  0.40
Cl -0.9857 -2.5647 0.4337  0.54
H -1.2051 2.7893 -0.1321  -0.18
H -0.7508 3.7546 1.7297  -0.18

***

[11]
Here is 2 unconnected molecules or ions with the total composition C2H5ClOS from OMol25. Energies are from ωB97M-V/def2-TZVPD.

As for the multiplicity: 1. The relative energy (zero: lowest compared OMol25 entry of this formula, charge and spin) comes out at 62.9 kcal/mol. As for the LUMO energy: 0.405 eV.

Each line ends with the Löwdin charge.
Positions of all 10 atoms, in Å:
C 1.4212 0.2518 -0.4885  -0.65
H 0.5535 -0.6700 1.2913  -0.18
H -0.9165 -0.1499 -0.4830  0.03
H -2.7973 0.1171 -0.3463  0.01
Cl -1.9791 -0.7418 1.6110  0.53
S 1.6749 -0.9145 0.6271  0.82
H -1.5771 1.1125 0.3940  0.01
H 3.1686 0.1710 -1.4106  0.11
C -1.8669 0.1256 0.1545  -0.60
O 2.3187 0.6982 -1.3494  -0.08

***

[12]
Here is a molecular structure, C2H5ClOS from OMol25. Energies are from ωB97M-V/def2-TZVPD.

As for the multiplicity: 1. The relative energy (zero: lowest compared OMol25 entry of this formula, charge and spin) comes out at 24.6 kcal/mol. As for the LUMO energy: 0.025 eV.

Each line ends with the Löwdin charge.
Positions of all 10 atoms, in Å:
O -2.0451 1.9674 0.0654  -0.07
C 0.8204 -0.8512 -0.5119  -0.43
C -1.1502 0.9748 0.3176  -0.72
H 0.4079 -1.6619 -0.9948  -0.02
H -1.7300 2.4684 -0.7216  0.11
H -1.0333 0.6976 1.2886  0.04
Cl -2.2945 -0.8338 -0.3575  0.14
H 0.6958 -1.1708 0.5596  0.06
H 1.8833 -0.8572 -0.8775  0.05
S 0.2542 0.8602 -0.7669  0.83

***

[13]
Here is 2 unconnected molecules or ions with the total composition C2H5ClOS from OMol25. Energies are from ωB97M-V/def2-TZVPD.

As for the multiplicity: 1. The relative energy (zero: lowest compared OMol25 entry of this formula, charge and spin) comes out at 27.2 kcal/mol. As for the LUMO energy: 0.415 eV. As for the structure (SMILES): C=C(O)Cl.S.

Each line ends with the Löwdin charge.
Positions of all 10 atoms, in Å:
Cl 0.3272 1.7105 -0.4269  0.56
H -0.8247 -0.5826 0.1868  0.03
C 2.3017 -0.0446 -0.3719  -0.05
H -2.9549 0.9692 1.0791  -0.19
S -3.0978 0.1939 -0.0035  0.50
H -2.8284 -1.1143 0.3543  -0.16
O 0.1736 -0.8653 0.3556  -0.06
H 2.8517 -0.9937 -0.3699  0.08
C 1.0513 0.0572 -0.1259  -0.77
H 3.0002 0.6697 -0.6776  0.04

***

[14]
Here is 2 unconnected molecules or ions with the total composition C2H5ClOS from OMol25. Energies are from ωB97M-V/def2-TZVPD.

As for the multiplicity: 1. The relative energy (zero: lowest compared OMol25 entry of this formula, charge and spin) comes out at 30.7 kcal/mol. As for the LUMO energy: 0.484 eV. As for the structure (SMILES): C=C(O)Cl.S.

Each line ends with the Löwdin charge.
Positions of all 10 atoms, in Å:
O -0.0229 1.0878 1.3591  -0.03
H -0.8941 1.1590 -3.2448  -0.22
Cl 2.2921 0.0343 0.7229  0.61
H -0.9364 -1.4805 0.9471  0.04
H 0.7990 -2.0436 0.7543  0.04
H 0.0401 0.8263 -1.2141  -0.17
C 0.0539 -1.3421 0.9139  0.00
C 0.5215 -0.1164 1.0413  -0.81
H -0.7639 1.2594 0.7594  0.08
S -1.0893 0.6158 -2.0391  0.48

***

[15]
Here is 2 unconnected molecules or ions with the total composition C2H5ClS from OMol25. Energies are from ωB97M-V/def2-TZVPD.

As for the multiplicity: 1. The relative energy (zero: lowest compared OMol25 entry of this formula, charge and spin) comes out at 12.0 kcal/mol. As for the LUMO energy (spin up / spin down): -0.188 / -0.189 eV. As for the structure (SMILES): CC=S.Cl.

Each line ends with the Löwdin charge.
Positions of all 9 atoms, in Å:
C 0.1173 -1.0033 -0.2300  -0.22
H 0.7629 -1.5744 0.4544  0.09
H 1.7994 3.8380 0.5826  -0.19
H 0.4069 0.0836 -0.2274  0.05
H -1.8505 -1.9193 -0.1827  0.07
H 0.3022 -1.6065 -1.1603  0.09
C -1.2822 -0.9982 0.1435  -0.73
Cl 1.7085 3.0040 -0.4618  0.21
S -1.9644 0.1762 1.0816  0.63

***

[16]
Here is 2 unconnected molecules or ions with the total composition C2H5ClS from OMol25. Energies are from ωB97M-V/def2-TZVPD.

As for the multiplicity: 1. The relative energy (zero: lowest compared OMol25 entry of this formula, charge and spin) comes out at 57.7 kcal/mol. As for the LUMO energy: -0.620 eV.

Each line ends with the Löwdin charge.
Positions of all 9 atoms, in Å:
H 2.6571 -0.0939 -0.6998  0.02
H 0.9436 -0.5493 0.1198  0.00
Cl -2.2314 -1.9946 0.3111  0.47
H -2.9200 0.6524 1.1484  -0.10
S -1.9590 0.8489 0.1407  0.66
C 1.7191 0.1810 -0.2224  -0.06
H 1.1439 0.8113 -0.8616  -0.01
H 2.1450 0.7912 0.5602  0.01
C -1.4983 -0.6471 -0.4965  -0.99

***

[17]
Here is a molecular structure, C2H5CuO9P2 from OMol25. Energies are from ωB97M-V/def2-TZVPD.

As for the multiplicity: 1. The net charge is -2. As for the LUMO energy: 5.640 eV.

Each line ends with the Löwdin charge.
Positions of all 19 atoms, in Å:
H -4.4308 0.9042 0.8270  0.05
O 1.2941 -0.2955 1.2230  -0.34
C -4.1344 0.0790 1.4113  -0.03
O 0.4940 0.6693 -2.9976  -0.36
O -1.6959 0.1431 1.9403  -0.09
O -2.3252 -0.1467 -0.0852  -0.06
O 3.1658 1.2975 1.6449  -0.34
O 0.5408 -0.8862 -1.0182  -0.34
P 1.3133 0.0499 -1.8946  0.18
H -4.6211 -0.8512 0.9780  0.08
O 2.1184 0.9731 -0.7721  -0.33
O 3.7249 -0.6861 0.2575  -0.18
O 2.5727 -0.6801 -2.5823  -0.20
C -2.6585 -0.0576 1.1183  -0.71
P 2.5490 0.3447 0.7217  0.19
Cu -0.4684 -0.2688 0.5837  0.28
H -4.3244 -0.0015 2.5012  0.07
H 3.7695 -0.5380 -0.7162  0.04
H 3.1164 -0.0491 -3.1408  0.09

***

[18]
Here is a single C2H5F2NO molecule from OMol25. Energies are from ωB97M-V/def2-TZVPD.

As for the multiplicity: 1. The relative energy (zero: lowest compared OMol25 entry of this formula, charge and spin) comes out at 30.0 kcal/mol. As for the LUMO energy: 0.950 eV. As for the structure (SMILES): OCNC(F)F.

Each line ends with the Löwdin charge.
Positions of all 11 atoms, in Å:
N -0.5373 0.3960 0.1007  0.04
H -1.4854 0.0496 -0.2624  0.13
H 1.1230 -0.3623 1.1131  0.10
O -0.7083 -1.2606 1.5480  -0.07
C 0.2830 0.9385 -1.2454  -0.35
H -1.0969 -0.5340 2.2004  0.17
F 1.5820 1.0563 -0.8392  0.04
F 0.2038 0.1547 -2.3172  0.09
C 0.2152 -0.7379 0.7343  -0.39
H -0.1579 1.9179 -1.3019  0.13
H 0.5787 -1.6182 0.2695  0.12

***

[19]
Here is 2 unconnected molecules or ions with the total composition C2H5F2PS2 from OMol25. Energies are from ωB97M-V/def2-TZVPD.

As for the multiplicity: 1. The relative energy (zero: lowest compared OMol25 entry of this formula, charge and spin) comes out at 36.8 kcal/mol. As for the LUMO energy (spin up / spin down): -0.783 / -0.784 eV. As for the structure (SMILES): FP(F)S.CC=S.

Each line ends with the Löwdin charge.
Positions of all 12 atoms, in Å:
H 2.1647 -1.2595 -0.2444  0.10
H 1.9966 0.3388 0.7531  0.13
S -0.7893 -1.6201 -0.9327  0.64
H -0.2007 0.6367 -0.4820  0.01
F -4.6586 -1.5702 0.0423  -0.35
P -3.6163 -0.4052 0.5128  0.55
C 0.0788 -0.3462 -0.3774  -0.69
H 1.1431 -1.2234 1.1210  0.05
S -4.2127 1.2336 -0.7009  0.38
C 1.3746 -0.6146 0.2642  -0.23
F -4.7085 -0.0034 1.7102  -0.40
H -3.0004 1.8883 -0.6383  -0.18

***

[20]
Here is a molecular structure, C2H5FIN from OMol25. Energies are from ωB97M-V/def2-TZVPD.

As for the multiplicity: 1. The relative energy (zero: lowest compared OMol25 entry of this formula, charge and spin) comes out at 91.2 kcal/mol. As for the LUMO energy (spin up / spin down): -1.474 / -1.474 eV.

Each line ends with the Löwdin charge.
Positions of all 10 atoms, in Å:
H 1.0822 -0.2454 1.3769  0.08
N -0.8867 -0.5329 0.9693  -0.56
F -2.5675 1.6758 0.2860  -0.69
H 0.3780 1.2445 0.5975  0.13
C 0.4093 0.1123 0.6515  -0.48
C 0.8935 -0.3987 -0.6163  -0.22
I -2.2427 -0.2801 -0.2575  1.53
H 0.6531 -1.4702 -0.6875  0.06
H 2.0281 -0.1634 -0.9079  0.13
H 0.2526 0.0583 -1.4120  0.02

***

Calculated max |F|, 3.28; 4.97; 2.87; 5.83; 3.11; 7.69; 4.77; 5.45; 7.10; 2.50; 3.77; 5.04; 4.00; 3.66; 2.40; 1.55; 4.48; 5.74; 4.26; 4.29 eV Å⁻¹ (same order as the records).